[1]
The following is a quantum chemistry calculation of C18H15F3N2O3S in the gas phase, from OMol25.

```
42
Properties=species:S:1:pos:R:3:nbo_charge:R:1
C 2.98873 4.19961 0.62093 -0.61
C 4.12672 3.66022 1.47899 -0.42
C 3.73051 2.45621 2.33884 -0.06
O 3.54078 1.28494 1.56505 -0.49
C 2.33219 0.92393 1.08592 0.33
C 1.10725 1.52152 1.38276 -0.27
C -0.06010 1.02990 0.83489 -0.16
C -0.05077 -0.07228 -0.01842 -0.15
C -1.27692 -0.60919 -0.59583 0.25
C -2.40942 0.18768 -0.81679 -0.21
C -3.52897 -0.39068 -1.38278 -0.04
C -4.76331 0.42674 -1.66285 0.98
F -5.06783 0.44926 -2.96967 -0.31
F -5.84161 -0.03996 -1.01824 -0.31
F -4.62322 1.70735 -1.28690 -0.32
C -3.52968 -1.74997 -1.71024 -0.23
C -4.64411 -2.39288 -2.28563 0.25
N -5.54014 -2.92757 -2.75944 -0.26
C -2.34341 -2.46425 -1.43672 0.14
S -2.27121 -4.17289 -1.76558 0.34
C -0.62874 -4.51874 -1.07728 -0.64
C -0.49210 -3.94566 0.31854 0.81
O -1.36602 -3.86770 1.13436 -0.59
O 0.77805 -3.61144 0.55936 -0.69
N -1.27107 -1.90073 -0.92093 -0.48
C 1.17796 -0.67628 -0.30465 -0.14
C 2.34323 -0.18822 0.23282 -0.27
H 2.16256 4.53923 1.24209 0.20
H 2.62135 3.43671 -0.06181 0.21
H 3.33780 5.04342 0.03084 0.22
H 4.48481 4.44450 2.14836 0.21
H 4.95565 3.35838 0.83628 0.21
H 4.55913 2.20845 3.01009 0.20
H 2.85222 2.68432 2.94933 0.17
H 1.04669 2.37265 2.04166 0.21
H -0.99383 1.49897 1.10490 0.21
H -2.40245 1.23747 -0.57755 0.24
H 0.14488 -4.11512 -1.72780 0.25
H -0.55111 -5.60571 -1.03472 0.26
H 0.87218 -3.24806 1.45367 0.50
H 1.19991 -1.52722 -0.96567 0.23
H 3.29341 -0.64689 0.00978 0.23
```

## Properties
- frontier orbital gap (eV) = 7.95
- spin multiplicity = 1
- SMILES = CCCOc1ccc(-c2cc(C(F)(F)F)c(C#N)c(SCC(=O)O)n2)cc1

[2]
The following is a quantum chemistry calculation of C18H15F3N4O in the gas phase, from OMol25.

```
41
Properties=species:S:1:pos:R:3:nbo_charge:R:1
N -1.54390 0.88595 -3.26164 -0.69
N -0.16158 1.06311 -2.91704 -0.46
C 0.46189 0.35073 -1.88075 0.60
N 1.65505 -0.06218 -2.25503 -0.52
C 2.26548 -0.92859 -1.43256 0.17
C 3.59860 -1.31193 -1.73109 -0.18
C 4.42511 -2.03152 -0.88431 -0.12
C 5.90112 -2.18785 -1.16110 0.98
F 6.55998 -1.15540 -0.52072 -0.32
F 6.27539 -3.39801 -0.55812 -0.35
F 6.24037 -2.37269 -2.39323 -0.29
C 3.79814 -2.62645 0.19581 -0.22
C 2.51344 -2.25977 0.52570 -0.15
C 1.75247 -1.39320 -0.24794 -0.15
C 0.43304 -0.96152 0.10261 0.64
O 0.01040 -1.40684 1.20965 -0.62
N -0.08405 0.10372 -0.61548 -0.43
C -1.15306 0.86160 -0.07278 -0.03
C -0.86374 1.41163 1.30808 -0.44
C -2.27550 1.61695 1.80222 -0.02
C -2.68513 2.31823 2.90827 -0.20
C -4.09355 2.36473 3.21288 -0.20
C -4.95231 1.50378 2.48411 -0.20
C -4.53920 0.75820 1.43704 -0.22
C -3.20785 0.89870 1.04251 0.00
C -2.43643 0.14497 0.05345 -0.45
H -2.18299 1.70086 -3.00763 0.38
H -1.90503 -0.05695 -3.17584 0.37
H 0.48602 1.34982 -3.63811 0.41
H 4.02230 -0.86887 -2.59542 0.22
H 4.45422 -3.20299 0.92185 0.24
H 2.08847 -2.62246 1.51176 0.25
H -1.25301 1.75048 -0.68577 0.22
H -0.28654 2.39188 1.34689 0.22
H -0.44288 0.67544 2.02887 0.26
H -1.94721 2.69677 3.64899 0.21
H -4.42599 3.03838 3.94047 0.21
H -6.01277 1.52779 2.85513 0.21
H -5.26257 0.21088 0.95029 0.21
H -2.97794 0.04555 -0.87853 0.21
H -2.24827 -0.82292 0.42652 0.24
```

## Properties
- frontier orbital gap (eV) = 8.55
- spin multiplicity = 1
- SMILES = NNc1nc2cc(C(F)(F)F)ccc2c(=O)n1C1Cc2ccccc2C1

[3]
The following is a quantum chemistry calculation of C18H15FN3O4STi as an isolated structure, from OMol25.

```
43
Properties=species:S:1:pos:R:3:nbo_charge:R:1
Ti 0.25966 -0.49858 -0.50649 1.43
O -3.43193 0.81555 0.53889 -0.65
C -2.23796 0.61927 0.40780 0.77
O -1.70803 -0.30675 -0.37673 -0.77
C -1.17130 1.40112 1.09307 -0.06
C -1.31323 2.45131 1.94795 -0.17
C -0.17914 3.09886 2.49734 -0.38
C 1.07592 2.63116 2.12577 -0.14
C 1.21201 1.57176 1.25133 -0.12
N 0.08827 0.92826 0.73498 -0.54
C 2.43642 1.00290 0.69484 0.74
O 3.58474 1.38198 0.92783 -0.71
O 2.14266 0.02600 -0.15760 -0.79
H -2.32127 2.76971 2.18714 0.22
H -0.28658 3.92173 3.18973 0.20
H 1.98396 3.08922 2.50196 0.22
F 2.47155 -3.54989 -4.47481 -0.35
C 1.96666 -3.31307 -3.23252 0.35
C 0.62070 -3.14224 -3.06713 -0.25
C 0.12612 -2.89447 -1.78209 -0.30
C 0.96642 -2.84499 -0.65074 -0.08
C 0.45075 -2.38766 0.62249 -0.78
C 2.35471 -2.99560 -0.89915 -0.17
C 2.84844 -3.23600 -2.15997 -0.27
H -0.03891 -3.18569 -3.92376 0.22
H -0.94590 -2.78065 -1.64277 0.24
H 1.11946 -2.45969 1.47334 0.22
H -0.57579 -2.67861 0.83571 0.22
H 3.04079 -2.89972 -0.06720 0.22
H 3.91080 -3.35325 -2.33159 0.22
C 3.70309 1.11581 -2.59942 -0.41
N 2.73593 2.10989 -2.16952 -0.35
C 3.05525 3.28280 -1.50556 -0.06
C 1.90202 3.83503 -1.08595 -0.06
N 0.89483 2.98708 -1.49779 -0.52
C 1.40215 1.91965 -2.14427 0.31
S 0.51634 0.62361 -2.83308 -0.24
H 4.63180 1.62685 -2.84388 0.20
H 3.31774 0.59998 -3.47533 0.23
H 3.85239 0.40390 -1.78843 0.26
H 4.07458 3.57517 -1.33661 0.23
H 1.71080 4.70681 -0.48891 0.23
H -0.07793 3.03639 -1.23930 0.45
```

## Properties
- frontier orbital gap (alpha / beta) (eV) = 5.01 / 5.01
- spin multiplicity = 1
- charge = -1

[4]
The following is a quantum chemistry calculation of C18H15IrN3O5Se2 as an isolated structure, from OMol25.

```
44
Properties=species:S:1:pos:R:3:nbo_charge:R:1
Ir 0.28157 -0.90896 0.23231 1.18
O -3.38400 1.77874 -0.91473 -0.65
C -2.09827 1.49660 -0.74537 0.77
O -1.30946 1.27915 -1.62566 -0.58
C -1.71212 1.50312 0.70628 0.08
C -2.31811 2.39016 1.57215 -0.17
C -1.81299 2.55592 2.85849 -0.10
C -0.67750 1.86140 3.22095 -0.17
C -0.12428 0.97436 2.31332 0.11
N -0.65335 0.75767 1.09885 -0.43
C 1.18711 0.27530 2.63011 0.73
O 1.70907 0.42254 3.69530 -0.51
O 1.63305 -0.48458 1.65113 -0.70
H -3.56730 1.87959 -1.86408 0.52
H -3.16525 2.96374 1.22494 0.27
H -2.28532 3.24623 3.54446 0.26
H -0.18728 1.98080 4.17779 0.29
Se 0.81238 -2.65573 -2.87504 0.33
Se 1.95958 -2.37972 -0.84164 0.52
C 2.55503 -0.58694 -1.27331 0.05
C 3.74086 -0.18359 -1.82170 -0.22
C 3.86923 1.18246 -2.07870 -0.09
C 2.82203 2.03677 -1.78436 -0.21
C 1.65966 1.53449 -1.21551 0.10
N 1.53840 0.23135 -0.96644 -0.47
C -0.94609 -2.22971 -2.26080 0.07
C -1.97050 -2.71212 -3.06404 -0.26
C -3.28159 -2.50758 -2.68369 -0.09
C -3.53089 -1.87338 -1.47410 -0.22
C -2.46275 -1.43615 -0.72884 0.05
N -1.17779 -1.55158 -1.12766 -0.48
H 4.53264 -0.88677 -2.03840 0.27
H 4.78521 1.56631 -2.50753 0.26
H 2.89727 3.09598 -1.98374 0.26
H 0.81704 2.16077 -0.96951 0.24
H -1.73509 -3.26902 -3.96133 0.26
H -4.09222 -2.87360 -3.29927 0.26
H -4.53548 -1.73400 -1.10189 0.26
H -2.62155 -0.98512 0.23950 0.22
C -0.09647 -2.72135 2.54723 -0.30
O -0.63180 -2.17279 1.35424 -0.40
H -0.61289 -2.23009 3.38163 0.24
H 0.97747 -2.57671 2.63228 0.22
H -0.37309 -3.77596 2.57727 0.24
```

## Properties
- frontier orbital gap (alpha / beta) (eV) = 8.31 / 6.41
- spin multiplicity = 2
- charge = +2

[5]
The following is a quantum chemistry calculation of C18H15N5O5Sn as an isolated structure, from OMol25.

```
44
Properties=species:S:1:pos:R:3:nbo_charge:R:1
Sn -0.86295 0.85892 -1.59753 1.48
O 5.11554 3.82332 1.37077 -0.71
C 4.80939 2.65488 1.60058 0.77
O 5.27961 1.69863 2.22609 -0.74
C 3.40024 2.25353 0.89471 -0.03
C 2.58195 1.30338 1.49262 -0.24
C 1.40234 0.96540 0.86169 0.01
N 1.05840 1.51876 -0.30644 -0.55
C 1.83862 2.41870 -0.88218 0.10
C 3.02999 2.84084 -0.30417 -0.20
C 1.39060 2.97942 -2.25849 0.76
O 1.92904 3.98963 -2.65853 -0.60
O 0.48375 2.26793 -2.81863 -0.82
H 2.87549 0.83388 2.42105 0.25
H 0.70764 0.23572 1.26502 0.19
H 3.63223 3.58890 -0.79630 0.27
N 0.07977 -1.04957 -1.34659 -0.48
C 0.76887 -2.09979 -1.67048 0.10
C 0.31572 -3.02283 -2.67683 -0.14
C 1.04396 -4.13811 -2.98429 -0.23
C 2.25061 -4.40679 -2.32576 -0.11
C 2.72099 -3.52530 -1.34561 -0.20
C 2.00731 -2.40727 -1.00961 -0.16
H -0.62333 -2.80891 -3.17087 0.22
H 0.67892 -4.81125 -3.74808 0.23
H 2.81693 -5.29116 -2.58109 0.23
H 3.66206 -3.72515 -0.85199 0.24
H 2.36726 -1.72371 -0.25138 0.25
C -3.90445 2.59773 2.45668 -0.40
N -3.72685 1.28259 1.85528 -0.39
C -4.38190 0.18399 2.28255 0.13
C -4.16259 -1.03678 1.73354 -0.39
C -3.19233 -1.11770 0.69388 0.48
N -2.57877 -0.02755 0.26328 -0.63
C -2.79708 1.18489 0.81203 0.76
O -2.20075 2.18425 0.42482 -0.63
N -2.87080 -2.27645 0.10150 -0.75
H -4.73439 2.57176 3.15712 0.21
H -4.09319 3.32936 1.67446 0.24
H -2.98955 2.89560 2.96755 0.23
H -5.08621 0.32506 3.09088 0.23
H -4.69793 -1.91166 2.06635 0.24
H -3.23202 -3.15145 0.43221 0.41
H -2.11213 -2.25561 -0.55982 0.42
```

## Properties
- frontier orbital gap (alpha / beta) (eV) = 3.51 / 3.75
- spin multiplicity = 1

[6]
The following is a quantum chemistry calculation of C18H15N6O3SeV as an isolated structure, from OMol25.

```
44
Properties=species:S:1:pos:R:3:nbo_charge:R:1
V -0.44543 -0.35700 -0.95183 1.44
Se 5.11323 -0.94006 4.03776 1.11
N 5.07935 -0.92795 2.28508 -0.61
C 3.82546 -0.89876 1.90942 0.16
C 3.38908 -0.90577 0.52989 -0.07
C 4.23493 -0.98957 -0.58366 -0.06
C 3.67687 -1.06243 -1.84310 -0.22
C 2.29313 -1.02569 -1.98672 0.10
N 1.47678 -0.90634 -0.94277 -0.49
C 2.01544 -0.85572 0.29525 0.15
C 1.05460 -0.76193 1.37141 0.26
N -0.24303 -0.62356 0.99328 -0.53
C -1.18863 -0.62145 1.93954 0.10
C -0.88537 -0.76378 3.28502 -0.23
C 0.43529 -0.85905 3.68216 -0.04
C 1.44196 -0.84030 2.70997 -0.07
C 2.86161 -0.88994 2.98368 0.08
N 3.36834 -0.91105 4.19117 -0.59
H 5.30633 -1.00961 -0.43157 0.27
H 4.30387 -1.15203 -2.71870 0.26
H 1.83130 -1.10320 -2.96326 0.23
H -2.21279 -0.49036 1.61613 0.23
H -1.68484 -0.78323 4.01163 0.26
H 0.70885 -0.94538 4.72595 0.27
O -1.49917 -1.74903 -1.67658 -0.61
C -2.58199 -1.08306 -1.49761 0.69
C -4.01432 -1.52122 -1.52137 -0.51
C -4.75271 -0.19009 -1.30855 -0.52
C -3.65772 0.82466 -1.00494 0.71
O -3.75159 1.97340 -0.67530 -0.53
N -2.41584 0.18635 -1.19132 -0.69
H -4.18133 -2.23723 -0.71374 0.27
H -4.26253 -2.02692 -2.45392 0.28
H -5.47715 -0.21001 -0.49648 0.27
H -5.29490 0.12779 -2.19952 0.27
C -0.61671 3.16867 -0.42034 -0.73
C -0.24428 2.44732 -1.66638 0.76
N -0.29540 3.06483 -2.81724 -0.69
O 0.10518 1.21777 -1.62174 -0.67
H -0.44488 4.24041 -0.49280 0.26
H -0.06047 2.76107 0.42087 0.25
H -1.68826 3.00335 -0.25600 0.31
H -0.54659 4.03980 -2.87415 0.44
H -0.07566 2.58632 -3.67862 0.43
```

## Properties
- frontier orbital gap (alpha / beta) (eV) = 7.20 / 7.44
- spin multiplicity = 3
- charge = +2

| no. | electronic energy (eV) | largest force on an atom (eV Å⁻¹) |
| --- | --- | --- |
| 1 | -47020.568 | 1.17 |
| 2 | -35068.742 | 4.68 |
| 3 | -68242.661 | 0.28 |
| 4 | -167134.501 | 0.46 |
| 5 | -42426.656 | 2.53 |
| 6 | -125016.045 | 2.52 |